Entry 1:
Formula: C6H9N
Source: the Open Molecules 2025 dataset
Level of theory: wB97M-V/def2-TZVPD

Each line ends with the Mulliken charge.
Atoms and positions in Å:
N  1.3126  1.6323  0.6855  -0.67
C  2.3025  -0.5384  0.0727  -1.15
C  -1.2581  1.3652  -0.0081  -0.60
C  -1.5028  0.0978  0.0557  0.48
C  -0.1250  0.0736  -0.3960  -0.64
C  1.1684  0.4559  0.2000  0.88
C  -2.5957  -0.8606  -0.1714  -1.06
H  3.2665  -0.0567  0.2678  0.37
H  2.3423  -0.9975  -0.9226  0.31
H  -0.7622  2.2038  0.4644  0.38
H  -2.3932  -1.3926  -1.1119  0.31
H  2.1598  -1.3459  0.8006  0.27
H  -3.5359  -0.3141  -0.2673  0.31
H  0.0027  -0.5008  -1.3295  0.29
H  -2.6451  -1.5878  0.6377  0.29
H  2.2632  1.7658  1.0224  0.24

Computed properties:
HOMO energy, eV: -7.73
Kohn-Sham gap, eV: 8.63
Energy relative to the best compared isomer or geometry (same formula, charge and spin), kcal/mol: 101.90
Charge: 0
E_LUMO, eV: 0.9
Structure (SMILES): [H]/N=C(\C)[C@@H]1C=C1C
Molecular weight, g mol⁻¹: 95.1

Entry 2:
Formula: C6H12O
Source: the Open Molecules 2025 dataset
Level of theory: wB97M-V/def2-TZVPD

Each line ends with the Mulliken charge.
Atoms and positions in Å:
O  2.9952  -0.8099  0.8475  -0.49
C  2.5867  1.0847  -0.4915  -1.18
C  -2.9341  0.2353  0.3728  -1.24
C  -0.3245  0.2867  -0.1568  -0.60
C  0.6378  -0.8040  -0.0406  -0.43
C  -1.7944  -0.5984  -0.1893  -0.49
C  2.1555  -0.0213  0.1079  0.70
H  -2.7777  0.4252  1.4350  0.32
H  0.7177  -1.4344  -0.9246  0.26
H  0.5210  -1.3929  0.8683  0.33
H  -0.3318  0.9519  0.7037  0.36
H  -0.2734  0.8310  -1.0967  0.29
H  3.8893  -0.4368  0.8624  0.31
H  -1.7734  -1.5672  0.3133  0.37
H  -2.9815  1.1997  -0.1340  0.31
H  1.9101  1.7140  -1.0424  0.24
H  -3.8937  -0.2688  0.2514  0.37
H  3.6208  1.4055  -0.4358  0.25
H  -1.9495  -0.8003  -1.2508  0.31

Computed properties:
HOMO energy, eV: -8.81
Kohn-Sham gap, eV: 9.79
Energy relative to the best compared isomer or geometry (same formula, charge and spin), kcal/mol: 42.81
Charge: 0
E_LUMO, eV: 1.0
Structure (SMILES): C=C(O)CCCC
Molecular weight, g mol⁻¹: 100.2

Entry 3:
Formula: C25H18F2HgN5O4
Source: the Open Molecules 2025 dataset
Level of theory: wB97M-V/def2-TZVPD

Each line ends with the Mulliken charge.
Atoms and positions in Å:
Hg  -3.2518  -12.1576  -11.1103  1.71
F  -1.9517  -9.3470  -15.5049  -0.37
F  -6.4952  -9.9296  -14.8019  -0.37
O  -6.0681  -10.0158  -9.8989  -0.67
O  -2.0412  -16.1578  -12.3147  -0.77
O  -6.0814  -9.5523  -7.6327  -0.80
O  -1.1488  -15.7567  -9.7278  -0.80
N  -5.1153  -14.4098  -12.2135  0.08
N  -5.1401  -12.3776  -9.6831  -0.49
N  -0.8424  -12.2309  -13.5612  -0.50
N  -2.6186  -14.4292  -10.8880  -0.21
N  -1.8433  -12.2259  -9.4369  -0.07
C  -5.2292  -10.1067  -14.3990  0.37
C  0.0755  -12.8400  -12.8282  -0.54
C  -1.1626  -13.4477  -9.2323  0.21
C  -4.2971  -15.9745  -13.7748  -0.72
C  -3.6787  -11.0850  -12.8755  -0.61
C  -4.9981  -10.8268  -13.2787  -0.39
C  0.6072  -12.2932  -11.7131  -0.06
C  0.2577  -11.0062  -11.3396  -0.42
C  -2.9387  -9.8582  -14.7593  0.68
C  -1.2910  -11.0479  -13.1637  -0.34
C  -5.2445  -11.6575  -8.3883  -0.47
C  -6.5318  -15.1176  -14.0310  -0.99
C  -2.7815  -15.2837  -11.8814  -0.26
C  -0.7489  -10.3706  -12.0666  -0.33
C  -4.1131  -15.1872  -12.6392  0.51
C  -4.2234  -9.5964  -15.1801  -0.94
C  -0.4707  -11.1749  -7.8030  -0.93
C  -5.8422  -10.2524  -8.6478  0.57
C  -1.6065  -14.6276  -9.9562  -0.12
C  -0.0984  -13.4965  -8.3086  -0.83
C  -2.6356  -10.6305  -13.6585  1.17
C  -1.5023  -11.1631  -8.7095  -0.30
C  -5.5153  -15.9697  -14.4412  -0.15
C  -6.2209  -14.3262  -12.8942  0.08
C  0.2891  -12.3812  -7.6329  -0.30
H  0.6286  -10.5225  -10.4391  0.46
H  -1.1166  -9.3907  -11.8125  0.38
H  -0.2676  -10.2769  -7.2226  0.35
H  0.3905  -13.8320  -13.1180  0.36
H  -4.4774  -9.0686  -16.0747  0.49
H  -3.5091  -16.6228  -14.0895  0.49
H  -5.9008  -12.0093  -10.2712  0.23
H  1.1950  -12.3688  -6.9784  0.26
H  -6.9291  -13.5577  -12.5978  0.38
H  -2.1234  -10.2630  -8.7961  0.41
H  1.3230  -12.8280  -11.1160  0.34
H  -4.2453  -11.5761  -8.0017  0.11
H  -5.6205  -16.5732  -15.3344  0.36
H  -5.8750  -11.1604  -12.7079  0.46
H  -5.1537  -13.3671  -9.5892  0.14
H  -5.8809  -12.1665  -7.6381  0.27
H  0.4125  -14.4454  -8.2129  0.48
H  -7.3896  -14.9026  -14.6184  0.39

Computed properties:
HOMO energy (spin up / spin down), eV: 0.25 / -2.92
Kohn-Sham gap (spin up / spin down), eV: 4.47 / 7.64
Energy relative to the best compared isomer or geometry (same formula, charge and spin), kcal/mol: 0.00
Multiplicity: 2
Charge: -2
E_LUMO (spin up / spin down), eV: 4.7 / 4.7
Molecular weight, g mol⁻¹: 691.0

Entry 4:
Formula: C2H8N2
Source: the Open Molecules 2025 dataset
Level of theory: wB97M-V/def2-TZVPD

Each line ends with the Mulliken charge.
Atoms and positions in Å:
N  1.3738  -2.3049  0.5106  -0.30
N  -0.3212  -2.6626  -0.9764  -0.17
C  -1.7065  6.0166  0.9566  -1.43
C  0.9420  -2.6036  -0.7830  -2.86
H  -0.5015  -3.0216  -1.9251  0.50
H  -1.2302  5.2605  1.5897  0.36
H  2.0979  -1.6055  0.5466  0.84
H  1.7962  -2.8505  -1.4064  0.84
H  -1.6420  6.9765  1.4585  0.32
H  -2.6962  5.6819  0.6662  0.30
H  0.5786  -2.3193  1.1268  0.25
H  -1.0460  5.9947  0.0860  0.33

Computed properties:
HOMO energy (spin up / spin down), eV: 1.57 / -5.43
Kohn-Sham gap (spin up / spin down), eV: 1.65 / 8.58
Energy relative to the best compared isomer or geometry (same formula, charge and spin), kcal/mol: 8.09
Multiplicity: 2
Charge: -1
E_LUMO (spin up / spin down), eV: 3.2 / 3.2
Molecular weight, g mol⁻¹: 60.1

Entry 5:
Formula: C6H4Cl2N2O3PrSc
Source: the Open Molecules 2025 dataset
Level of theory: wB97M-V/def2-TZVPD

Each line ends with the Mulliken charge.
Atoms and positions in Å:
Pr  1.9837  0.1022  0.7333  1.62
Sc  -1.2374  -0.6344  -4.0041  1.11
Cl  2.2454  1.6614  -1.2415  -0.31
Cl  -1.6276  -1.8757  -2.1069  -0.11
O  1.4102  3.4509  1.9753  0.00
O  0.8087  1.5004  -5.3865  0.06
O  1.8289  -1.5944  -4.6447  0.04
N  -0.1066  0.3258  1.5465  -0.35
N  -0.3303  -1.0859  1.4648  -0.13
C  0.7185  -1.4595  -4.2974  0.43
C  -0.0048  0.9376  -4.7604  0.44
C  1.6590  2.3573  1.6982  0.26
C  -1.2611  -0.3749  3.3483  -0.67
C  -1.0447  -1.4873  2.5554  -0.18
C  -0.7169  0.7340  2.6862  0.10
H  -0.4132  -1.4917  0.5262  0.25
H  -1.8153  -0.3325  4.2766  0.44
H  -0.7445  1.7794  2.9385  0.52
H  -1.3521  -2.5128  2.6922  0.47

Computed properties:
HOMO energy (spin up / spin down), eV: -22.98 / -22.98
Kohn-Sham gap (spin up / spin down), eV: 5.38 / 5.39
Multiplicity: 3
Charge: +4
E_LUMO (spin up / spin down), eV: -17.6 / -17.6
Molecular weight, g mol⁻¹: 408.9

Entry 6:
Formula: C23H24CuN2O5
Source: the Open Molecules 2025 dataset
Level of theory: wB97M-V/def2-TZVPD

Each line ends with the Mulliken charge.
Atoms and positions in Å:
Cu  -1.2484  1.5360  -1.3630  0.23
O  -4.3490  -1.1023  -1.7840  -0.73
O  0.4909  -0.3554  0.0075  -0.41
O  2.0422  3.6177  -0.5528  -0.73
O  -0.0359  2.8116  -0.5119  -0.64
O  -2.8594  0.5611  -1.7053  -0.57
N  0.4041  0.9513  -2.8544  -0.22
N  -1.1092  -1.6318  -2.5784  -0.30
C  0.5900  2.0469  4.1526  -0.87
C  -0.8774  0.3371  2.5129  0.92
C  -1.3114  -3.7804  -0.7933  -0.70
C  -1.3355  0.6913  3.7753  -1.11
C  1.8758  -3.4965  -3.5250  -0.63
C  1.0862  1.7281  2.8930  0.87
C  -3.2037  -0.6583  -1.7481  0.35
C  -0.2112  -3.7124  -1.6818  1.08
C  0.8945  0.5328  0.7317  -0.70
C  2.3905  2.3391  2.4484  -1.57
C  0.8946  -2.5435  -3.5069  -0.31
C  -2.1040  -1.7244  -1.7377  0.43
C  -0.6170  1.5412  4.6073  0.71
C  1.3592  1.9981  -3.2078  -0.69
C  -0.1689  -2.6209  -2.5797  0.04
C  -1.1582  1.9157  5.9611  -1.54
C  -1.7272  -0.5680  1.6688  -0.70
C  0.9356  3.3518  -2.6401  -0.68
C  0.9895  3.2811  -1.1117  0.73
C  -2.2590  -2.8122  -0.8372  -0.47
C  1.8393  -4.5754  -2.6192  -0.49
C  0.8154  -4.6811  -1.7188  -0.78
C  0.3488  0.8614  2.0734  1.16
H  2.3472  1.7550  -2.8065  0.30
H  -1.2281  -1.5165  1.4724  0.33
H  1.4716  2.0709  -4.2941  0.38
H  0.9031  -1.7057  -4.1922  0.42
H  -0.4250  2.4823  6.5350  0.35
H  0.7769  -5.5096  -1.0203  0.35
H  -1.3845  -4.6105  -0.0988  0.39
H  1.1617  2.7153  4.7879  0.24
H  2.6895  -3.4236  -4.2357  0.38
H  1.6238  4.1251  -2.9840  0.39
H  -1.4342  1.0317  6.5386  0.35
H  1.7400  1.1573  0.4133  0.33
H  -3.1376  -2.8331  -0.2075  0.46
H  -2.6728  -0.7615  2.1769  0.27
H  -1.9391  -0.1240  0.6955  -0.14
H  2.2617  2.9624  1.5586  0.27
H  -0.0655  0.5122  -3.6328  0.22
H  2.8058  2.9494  3.2511  0.36
H  -2.0548  2.5312  5.8607  0.30
H  3.1272  1.5747  2.1935  0.36
H  -0.0782  3.5852  -2.9737  0.23
H  2.6257  -5.3195  -2.6395  0.37
H  -2.2907  0.2994  4.1103  0.33
H  0.7951  0.2124  -2.2835  0.08

Computed properties:
HOMO energy, eV: -4.27
Kohn-Sham gap, eV: 7.07
Energy relative to the best compared isomer or geometry (same formula, charge and spin), kcal/mol: 0.00
Charge: -1
E_LUMO, eV: 2.8
Molecular weight, g mol⁻¹: 472.0

Entry 7:
Formula: Cl2NO3P
Source: the Open Molecules 2025 dataset
Level of theory: wB97M-V/def2-TZVPD

Each line ends with the Mulliken charge.
Atoms and positions in Å:
Cl  1.7901  -1.8247  -0.0126  -0.11
Cl  -1.1184  -2.8736  -0.7475  -0.20
P  -0.0051  -1.8273  0.8334  0.61
O  -0.4244  -0.4191  0.8988  -0.33
O  -0.6732  1.9571  -1.1779  -0.42
O  0.6270  2.5218  0.5055  -0.42
N  -0.1961  2.4658  -0.2998  0.86

Computed properties:
HOMO energy (spin up / spin down), eV: -10.68 / -8.48
Kohn-Sham gap (spin up / spin down), eV: 10.88 / 4.82
Energy relative to the best compared isomer or geometry (same formula, charge and spin), kcal/mol: 68.39
Charge: 0
E_LUMO (spin up / spin down), eV: 0.2 / -3.7
Molecular weight, g mol⁻¹: 163.9

Entry 8:
Formula: C2H3N2S2
Source: the Open Molecules 2025 dataset
Level of theory: wB97M-V/def2-TZVPD

Each line ends with the Mulliken charge.
Atoms and positions in Å:
S  0.3027  2.0825  -0.1047  -0.41
S  -0.7983  -2.7745  -0.0562  -0.05
N  -1.0234  -0.3023  -1.2595  -0.20
N  1.6075  0.3951  1.6244  -0.35
C  -1.0862  -1.5202  -0.8458  0.68
C  1.0606  1.2383  0.9536  0.55
H  -0.9413  0.6076  -0.6843  0.16
H  -0.9429  -0.1258  -2.2588  0.29
H  1.8213  0.3993  2.6313  0.33

Computed properties:
HOMO energy, eV: -14.02
Kohn-Sham gap, eV: 7.97
Energy relative to the best compared isomer or geometry (same formula, charge and spin), kcal/mol: 29.05
Charge: +1
E_LUMO, eV: -6.1
Molecular weight, g mol⁻¹: 119.2

- The lowest molecular weight belongs to which entry?
  C2H8N2